Record 1
DFT (wB97M-V/def2-TZVPD) results for a molecular structure, C16H38GaN2O10S4 in a non-equilibrium geometry.

Geometry as XYZ:
```
71
Properties=species:S:1:pos:R:3:forces:R:3
H -0.256658 1.149541 2.336900 0.0 0.3 -0.1
H 4.792595 1.177723 -4.644670 -0.3 0.8 0.0
C -1.749073 -4.254448 5.491989 0.6 0.6 0.3
N 3.949535 4.373282 -4.572516 -1.8 -1.8 1.5
H -2.266911 4.986723 3.918279 0.0 0.0 0.1
H -0.709537 3.283768 -3.349661 0.9 0.0 0.2
N 4.786882 3.361460 -4.962807 1.3 -1.8 -0.5
C 4.378098 2.190511 -4.531809 -0.8 2.5 0.2
C 0.559022 1.783913 -2.232267 -0.4 0.2 0.0
H 0.275265 2.351439 -0.139589 -0.7 -0.3 -0.4
O 6.213671 -1.575249 -8.357193 -0.1 0.5 0.0
H 0.613205 2.462800 -4.306760 -0.4 0.7 0.7
H -4.626816 1.126347 6.525589 0.0 0.0 0.0
H 4.569560 0.243010 -9.434550 0.0 0.0 0.1
C 5.065965 0.669453 -8.565383 0.1 0.0 -0.1
O -4.930316 -3.771654 5.227100 0.1 0.1 -0.2
Ga -0.882695 0.012035 1.394654 -0.6 -0.4 -0.1
H -2.809202 -1.680195 1.971602 -0.2 0.8 0.4
H -1.755510 6.281183 5.006026 0.0 0.0 0.1
C -2.091730 -3.407055 6.702245 -0.3 0.1 0.0
H -3.087024 -0.097783 2.926453 0.0 -0.6 -0.6
C 3.020228 3.732877 -3.860184 -0.5 0.1 -0.3
H 6.629098 -4.678544 -7.082685 0.1 0.1 -0.1
H -2.672777 5.097845 6.944719 -0.2 -0.2 0.0
C -4.826972 -5.924988 3.765534 0.1 -0.2 0.1
C -2.803935 -0.567584 1.955483 0.1 0.1 -0.6
H -4.933483 0.554198 4.860902 0.1 0.1 -0.1
H -2.082440 0.583028 -0.918818 0.9 -0.2 0.3
O -3.780838 2.835461 3.583127 0.2 0.0 0.2
C 6.945041 -2.656181 -7.764796 0.2 -0.7 0.3
S 5.363288 -0.615120 -7.391744 0.1 0.2 -0.8
C 6.039268 -3.818842 -7.404939 -0.3 0.1 0.2
H -0.560616 -0.320207 -1.187281 -0.1 0.8 0.2
H -1.207687 -2.878614 7.062080 0.0 -0.1 -0.1
O 3.216222 2.391217 -3.801328 0.9 -0.1 -0.5
C -2.527073 4.538557 6.018845 0.5 0.6 -0.1
C 0.335733 2.908134 -3.315677 1.6 -1.4 0.0
H -2.489802 -4.027579 7.507975 0.1 0.0 0.0
H -5.740475 -5.660449 3.236222 0.1 0.1 0.0
H 0.092656 -1.289677 1.495899 0.1 -0.1 0.0
H -1.424645 -3.632944 4.653788 -0.2 -0.1 -0.1
H 5.360476 -3.551448 -6.594173 0.0 0.0 0.0
O 4.117623 -1.251696 -7.088110 0.2 0.1 0.3
C -2.505701 5.503869 4.848452 0.0 -0.1 -0.3
H 5.424807 -4.107827 -8.259196 0.1 0.0 0.0
S -4.057949 -4.424091 4.294265 0.3 -0.4 0.0
C -4.833093 1.429796 5.501253 -0.1 0.1 0.2
H -5.734223 2.037580 5.449162 0.1 0.0 0.0
O -2.258226 1.675326 5.192863 0.0 0.3 -0.1
H -3.482879 5.972305 4.717010 0.0 0.0 0.1
H -4.146095 -6.452732 3.101227 0.0 0.1 0.0
H 7.506785 -2.308437 -6.894565 -0.1 0.2 0.0
H 4.422358 1.409139 -8.091362 0.0 -0.1 0.1
H 6.016879 1.119861 -8.841619 0.0 0.0 0.1
O -3.614567 3.614244 5.924915 -0.2 -0.3 0.1
O 6.224326 -0.109891 -6.361746 -0.2 -0.3 0.2
S 1.546154 4.301368 -3.008136 0.3 0.3 -0.7
O -3.531734 -3.743839 3.155127 -0.2 0.0 0.3
C -1.000104 0.528400 -0.607991 -0.7 0.8 0.1
C -0.370678 1.937615 -0.953388 0.6 -0.8 -1.1
H 0.384478 0.805487 -2.755481 -0.1 0.8 0.6
H 1.620044 1.731550 -1.875828 -0.8 0.3 -0.6
H -0.920538 -4.919027 5.740316 -0.2 -0.2 -0.2
H 7.672825 -2.983367 -8.508428 -0.1 0.3 -0.1
S -3.469000 2.377470 4.901055 -0.3 -0.3 0.0
H -1.576891 4.006261 6.108938 -0.1 -0.1 -0.1
O -2.845476 -5.095907 5.102167 -0.4 -0.2 -0.2
H -5.062744 -6.527570 4.640445 0.0 0.0 0.0
H -2.853103 -2.665225 6.458516 0.1 0.0 0.0
H -3.507132 -0.253020 1.135008 0.4 -0.1 0.8
H -1.155735 2.706411 -1.191447 0.5 -0.7 0.4
```
Forces are in eV/Å.

The lowest unoccupied orbital energy is 0.0707 hartree. The calculation puts the electronic energy at -136376.8613 eV. As for the total charge: -1. As for the frontier orbital gap: 5.9 eV.

Record 2
DFT (wB97M-V/def2-TZVPD) results for a molecular structure, C16H38N3O7Zn in a non-equilibrium geometry.

Geometry as XYZ:
```
65
Properties=species:S:1:pos:R:3:forces:R:3
H -5.869315 -1.388577 -0.911609 -0.1 0.0 0.2
O 3.050896 -1.774729 0.166093 0.3 0.7 -0.1
O 1.090318 2.030135 -3.261808 3.6 0.7 -0.6
H -4.241334 5.875593 0.720988 -0.2 -0.5 -0.5
H -5.925798 0.873943 0.133178 -0.2 -0.4 -0.5
H 6.092887 0.657162 4.898477 -0.7 -0.3 -0.3
H 1.716105 -2.488458 1.437841 -0.5 0.2 -0.2
O -1.957982 0.386674 -1.273252 -3.2 1.1 0.6
H 2.791956 -2.039472 -1.835798 0.1 0.1 -0.3
C -1.158458 -0.535784 -1.378947 0.9 -1.1 1.6
C 3.323009 -3.713995 1.653425 0.1 -0.4 0.3
N 3.799648 -3.023941 2.862269 -1.0 0.2 -0.7
H 7.372337 -0.482953 4.690604 0.5 0.2 0.7
N 2.566719 2.866033 -4.699594 1.9 0.1 0.1
H -5.673031 -1.561398 -3.716096 0.1 0.0 -0.1
C 5.175683 -3.326954 3.075760 1.2 0.2 -0.3
H 6.238774 -0.652859 6.096016 0.0 -0.1 0.1
C -5.037502 0.651296 -0.457973 1.7 -0.7 0.5
C -6.470423 -0.875175 -3.430860 -0.1 0.4 0.2
H 4.319607 -1.206901 -1.321235 -0.2 0.1 0.0
H 4.148247 -2.931924 -1.107624 0.1 -0.2 -0.2
C 3.475522 1.728332 -2.715347 0.9 1.1 -0.5
C 3.596196 -1.992087 -1.101588 0.2 -0.5 -0.1
H 3.672642 -2.036128 2.694348 0.2 0.3 0.2
H -1.465053 -2.721664 -1.286868 0.3 0.1 -0.1
O -5.098576 4.234650 1.845636 1.3 0.3 1.0
H 3.407377 1.644751 -1.630696 -0.9 0.2 -0.2
H 5.266191 -4.411777 3.131199 0.2 -0.1 0.5
H 4.144513 -4.158864 1.091899 0.3 0.0 -0.1
C -4.776771 5.595550 1.628174 0.0 -0.3 0.2
H 3.882996 0.778827 -3.062480 -0.4 0.0 -0.4
O -5.991395 0.058920 -2.419525 -0.6 -2.6 -1.9
H -4.062346 5.835342 2.415691 -0.4 0.3 0.3
H -3.392801 3.137139 0.391857 0.5 -1.1 0.2
H -2.242545 -1.936589 0.051396 -0.3 0.7 -0.4
N -4.526476 1.887290 -1.121538 -1.1 0.1 0.5
H -3.658341 1.526767 -1.490932 0.4 0.8 -0.1
C 6.344626 -0.393540 5.042624 0.8 -1.1 -0.7
C 5.801443 -2.637376 4.269930 0.0 -1.7 1.1
H 6.840636 -2.932642 4.414888 0.5 0.0 -0.5
C -1.377104 -1.873225 -0.608248 0.2 0.2 -0.4
O -0.077346 -0.252789 -1.940082 1.7 -1.4 -0.9
H -4.350765 -1.178404 -1.771694 0.3 0.5 -0.3
C 2.324592 2.256401 -3.535915 -4.7 -1.9 0.5
H 5.315534 -3.058161 5.150222 -0.4 0.2 0.5
H 2.689610 -4.542675 1.969947 -0.1 -0.3 0.0
H -4.224555 0.467568 0.244512 -0.2 -0.9 0.7
H 1.877325 3.183876 -5.365779 -0.2 -0.3 0.5
H 3.538531 2.936802 -4.965433 -0.2 0.2 -0.2
Zn -0.639542 1.721115 -2.269397 -0.4 0.4 0.3
H 5.771734 -3.056695 2.204102 0.3 0.2 -0.4
C -5.408789 3.377368 0.821553 -1.3 -1.4 -1.3
H -7.352148 -1.458072 -3.164597 0.1 -0.3 1.1
H -5.716035 6.144386 1.696386 0.2 0.5 0.0
C -5.240817 -0.657023 -1.419462 -1.2 4.0 1.1
H -0.535248 -2.032141 0.065639 0.3 0.0 -0.4
H -6.302366 3.718519 0.298821 -0.3 0.2 -0.3
H 4.234454 2.482153 -2.924858 0.6 -0.2 0.3
O 5.651274 -1.287159 4.175502 -1.4 2.5 -0.6
H 1.933196 -3.610814 0.118852 0.0 0.4 -0.9
H -4.213314 3.964778 -0.789200 -0.1 -0.1 -0.6
H -6.897400 -0.413634 -4.321243 0.8 0.9 0.0
C -4.310489 3.058747 -0.191066 0.3 0.4 -0.5
C 2.453974 -2.880049 0.737619 -0.7 -0.6 2.1
H -5.714484 2.444511 1.295295 0.1 0.1 0.3
```
Forces are in eV/Å.

The lowest unoccupied orbital energy (spin up / spin down) is 0.0065 / 0.0002 hartree. The expectation value of S² is 0.75. The calculation puts the electronic energy at -84423.6634 eV. Its multiplicity is 2. As for the total charge: 0. As for the frontier orbital gap (spin up / spin down): 6.0 / 7.6 eV.

Record 3
DFT (wB97M-V/def2-TZVPD) results for 9 unconnected molecules or ions with the total composition C16H40Cl8O9 in a non-equilibrium geometry.

Geometry as XYZ:
```
73
Properties=species:S:1:pos:R:3:forces:R:3
C -0.088965 -4.371878 4.885580 -0.8 -0.2 -0.7
H 4.052445 -4.439788 2.974720 0.2 -0.2 -0.2
H -1.444975 1.229032 0.354940 -0.5 0.3 -0.2
O 1.737585 3.074462 -1.586960 -0.4 -0.9 0.5
O -0.492525 -0.601148 -4.303380 1.5 0.2 -0.7
H -1.003695 -4.803028 5.292370 0.3 0.0 -0.1
H 1.158565 4.605822 -2.654600 -0.7 0.8 -0.1
H 0.962575 -3.686478 0.128020 0.0 0.1 0.1
C -0.677675 3.843152 -1.618540 0.6 -0.3 -1.2
H 1.007945 1.482302 -3.662450 -0.6 0.3 0.1
C -0.718265 -0.719928 0.246220 -0.1 -1.9 -1.1
C -0.684145 2.003502 3.599900 -0.9 -0.4 0.7
H 0.286795 -1.647228 1.698200 0.6 -0.4 -0.2
H -3.016855 -0.936908 -3.052370 -0.3 -0.3 -0.2
O 0.527245 1.400882 3.238880 0.4 -0.2 0.0
H -1.118785 3.735912 -3.557890 0.0 0.0 0.0
H 2.601185 1.774132 0.464410 0.5 -0.1 -0.2
Cl 4.113335 0.710662 1.995330 0.6 0.6 0.3
H -0.138665 -1.386428 -0.392470 0.3 0.3 -0.4
C -1.765785 0.969912 4.000270 -0.5 -0.2 -0.4
C 2.996895 -2.716898 2.431200 0.4 1.7 1.3
H -0.535595 -0.217218 -3.424550 -0.1 0.0 0.4
C 3.672495 -3.966758 2.069200 0.3 -0.7 0.6
H 0.190365 -3.489688 5.461620 0.5 -0.5 -0.1
C 1.960605 -3.537608 0.540180 0.9 -0.5 1.2
C 0.853215 4.169132 -1.703730 -1.0 0.5 0.1
O -1.266055 0.610272 -1.650250 -0.8 -0.7 -0.6
H 2.253255 1.356332 -4.786810 0.4 -0.5 -0.1
H -1.452375 0.203062 4.708660 0.7 0.2 0.3
O 1.992795 -2.483078 1.500120 -1.8 1.0 -1.3
H -1.591505 -0.207338 2.450440 0.2 -0.4 0.0
H -2.632045 1.430342 4.475350 0.1 0.4 -0.1
C -0.823745 0.663732 -0.339760 1.4 0.6 1.7
H -0.888635 3.242592 -0.733710 0.1 -0.3 -0.2
H 1.035525 4.853472 -0.875140 0.0 0.4 -0.1
H 3.715725 -1.900468 2.361650 -0.2 0.3 0.5
O -1.190295 3.153292 -2.798260 0.5 -0.2 1.0
H 4.492125 -3.655068 1.421770 0.0 -0.8 -0.4
Cl -3.420845 3.096092 0.812560 -0.3 -0.1 -0.7
C 1.180455 1.185622 -4.697020 1.0 -0.1 0.3
Cl -4.508615 0.753282 -3.742170 0.1 -0.9 0.1
H -1.045135 1.438012 -2.083430 -0.2 0.4 -0.4
C 2.812255 0.766682 0.823020 -0.6 0.0 0.5
Cl -5.057925 -2.217168 -3.356770 0.5 0.9 0.1
Cl 3.210165 -0.332078 -0.507330 -0.5 0.3 -0.1
H -3.524545 2.294082 -1.470440 0.2 0.5 0.2
H 0.504195 2.896172 -5.319160 0.0 0.0 0.0
C -4.211735 2.781822 -0.779080 -0.3 -0.4 0.2
H -1.712005 -1.166718 0.215290 -0.4 0.1 0.1
C 0.851325 -0.291878 -4.814780 -1.4 0.3 -0.1
H 2.697065 -3.310108 -0.230520 -0.2 0.0 -0.5
O 0.581515 2.008722 -5.677000 -0.7 -0.1 0.1
H -4.248255 -0.584738 -1.814340 -0.1 -0.1 -0.2
H 2.602605 3.474582 -1.471820 0.2 -0.2 0.0
H 0.839905 -0.613688 -5.856130 0.0 0.1 0.0
H 1.943345 0.483792 1.417210 0.0 -0.5 -0.7
Cl -5.554505 1.621172 -0.650650 0.0 0.2 0.4
H 0.272195 0.631732 2.724140 0.3 -0.4 -0.4
C -4.081055 -0.784108 -2.872820 0.0 0.5 0.0
H 0.137755 1.177132 -0.333390 0.4 -0.2 0.2
H 1.631065 -0.850548 -4.297100 -0.1 -0.1 0.2
C 2.507825 -4.668908 1.424760 -0.1 -0.8 -2.0
H 1.728075 -4.935258 2.138310 0.3 -0.2 0.1
H 2.777305 -5.516288 0.794330 0.0 -0.3 0.2
H -1.344735 4.698052 -1.507720 0.7 0.6 0.2
H -0.464905 2.683622 4.422980 -0.1 0.0 0.1
Cl 1.127485 -5.712758 4.850030 -0.6 1.2 -0.1
Cl -0.598245 -3.706158 3.244930 0.5 -0.6 1.0
H -1.081715 2.580942 2.765270 -0.2 0.2 -0.1
H 2.519385 -2.772338 3.409470 0.1 0.2 0.3
H -4.642035 3.712632 -1.148600 0.3 -0.2 0.1
O -2.309365 0.265422 2.877960 -0.2 0.7 0.2
O -0.198385 -0.831888 1.551860 -0.4 1.5 0.5
```
Forces are in eV/Å.

The lowest unoccupied orbital energy is 0.0019 hartree. The calculation puts the electronic energy at -135844.6125 eV. As for the SMILES: C1CCOC1.ClCCl.ClCCl.ClCCl.ClCCl.OCCO.OCCO.OCCO.OCCO. As for the total charge: 0. The calculation puts the energy above the lowest of the compared OMol25 structures with the same formula, charge and spin at 1.509 eV. As for the frontier orbital gap: 9.8 eV.

Record 4
DFT (wB97M-V/def2-TZVPD) results for a molecular structure, C16H40ClO2P2Si2W in a non-equilibrium geometry.

Geometry as XYZ:
```
64
Properties=species:S:1:pos:R:3:forces:R:3
H 4.314174 -0.620239 -1.477424 -0.1 -0.3 0.3
C -0.777182 2.742233 -2.121639 -0.1 0.2 0.3
H -4.443686 0.822824 2.349089 0.2 -0.1 -0.1
C -3.380600 1.789443 -0.183047 0.7 -0.2 -0.9
C -2.372600 0.240470 -2.911596 -0.8 -0.2 0.2
Si -2.313664 1.389492 1.324921 -2.2 0.9 1.4
H 3.745804 0.718264 0.585447 -0.1 -0.3 0.0
Cl 2.255536 0.496095 -2.264372 -0.3 2.1 1.6
O 1.351051 -1.806489 -2.926791 3.6 0.3 -3.0
H -0.196857 1.113077 4.557218 -0.2 -0.2 0.1
H 0.150336 -0.004134 -4.544178 -0.1 0.2 0.1
P -0.755956 0.933579 -2.428965 -1.1 1.1 -2.1
H -3.790611 -0.613308 1.527483 -0.1 0.2 0.1
C -1.960068 3.014180 2.195957 0.2 -0.3 -0.1
H 1.920941 -0.277919 3.851155 -0.1 -0.3 0.0
H 3.208059 -3.201692 1.030841 -0.6 0.2 -0.2
C 3.226095 -0.062220 1.157071 -0.4 0.2 0.3
C 3.896390 -1.522723 -1.018403 -0.2 0.3 -0.8
H -2.979139 -0.125616 -2.066286 0.3 0.3 -0.5
H -3.787585 0.884372 -0.650874 -0.1 0.3 0.3
H -1.543387 -2.639517 3.380671 0.1 0.1 -0.3
H -2.953090 1.009905 -3.468807 0.3 -0.5 0.3
P 2.342250 -1.170282 -0.013069 2.1 -1.3 0.9
H 4.138771 -0.826790 -4.279406 -0.1 -0.4 -0.3
H -0.850494 1.421827 -4.821637 -0.2 -0.1 0.4
H -2.192155 -0.629932 -3.579200 0.0 0.6 0.3
H 2.948153 0.430143 -4.416203 0.1 -0.6 -0.4
H 0.799869 1.646009 -4.248035 -0.2 -0.2 0.1
H 1.964610 -1.732936 2.824430 -0.1 0.1 0.4
H 3.962047 -0.666021 1.711076 -0.2 0.2 -0.2
C -0.078749 0.999640 -4.167592 0.6 -0.4 0.2
H 0.246921 1.633677 1.562151 0.0 0.3 0.1
H 1.446235 -2.990660 1.389582 0.4 -0.1 -0.3
H -1.221984 2.861779 2.994275 -0.4 0.2 -0.1
H 3.749877 -2.284584 -1.792717 -0.1 0.0 0.2
H -1.537018 3.719837 1.467456 -0.2 0.0 0.2
C 1.341204 -1.146183 3.506865 0.4 0.2 -0.6
C 3.073744 -0.664636 -4.483775 0.4 0.2 -1.0
C -0.477347 0.817911 1.432870 0.9 -2.0 -2.2
C -0.962207 0.363346 4.308270 -0.1 0.1 -0.3
H -2.896865 3.407619 2.603367 0.2 0.1 0.0
H -2.173536 -2.071097 1.814317 0.2 -0.1 0.3
H -4.235187 2.381008 0.187074 0.4 -0.2 0.1
C -0.995830 -1.691376 -0.600541 -3.0 -5.5 -2.6
C -1.258002 -2.202984 2.406695 -0.1 0.2 -0.5
C 2.225937 -2.889023 0.621161 -0.5 -0.1 0.4
C -3.532294 0.226665 2.188237 0.5 -0.2 0.1
C 2.249039 -1.207828 -3.438466 -4.8 -0.4 3.1
H -2.888896 2.378698 -0.965255 -0.4 -0.1 0.2
H -0.941537 3.002849 -1.068758 0.0 0.0 -0.3
H -3.228943 -0.185776 3.155709 -0.2 0.1 -0.3
H -1.917769 0.882637 4.186697 0.3 -0.2 0.2
H 4.655244 -1.912968 -0.334084 -0.4 0.0 0.2
W 0.026804 -0.061390 -0.294135 2.9 1.2 0.3
H -1.575031 3.193399 -2.732756 0.3 -0.1 0.2
H 2.689370 -1.005109 -5.443767 0.5 -0.5 -0.2
H 0.195240 3.156020 -2.430154 -0.3 -0.2 0.0
Si -0.325547 -0.608780 2.811366 -0.4 -0.2 2.0
H -1.045856 -0.348203 5.141634 0.0 0.2 -0.1
H 1.124707 -1.777204 4.389951 -0.1 0.3 -0.4
H -0.638987 -2.944949 1.878747 -0.1 0.2 0.3
O -1.535153 -2.658765 -1.013393 2.3 4.3 2.2
H 2.555429 0.418252 1.873636 0.2 -0.1 -0.1
H 1.959977 -3.543918 -0.230094 0.2 0.3 0.3
```
Forces are in eV/Å.

The lowest unoccupied orbital energy (spin up / spin down) is -0.4307 / -0.4591 hartree. The expectation value of S² is 2.02. The calculation puts the electronic energy at -69987.0389 eV. Its multiplicity is 3. As for the total charge: +3. The calculation puts the energy above the lowest of the compared OMol25 structures with the same formula, charge and spin at 0.344 eV. As for the frontier orbital gap (spin up / spin down): 6.4 / 6.1 eV.